Density functional theory data (wB97M-V/def2-TZVPD) for a cluster of 2 separate species, C3H3O4S in total at a distorted geometry.

The electronic energy is -22183.6139 eV. As for the HOMO energy: -3.356 eV. The total charge is -1. The relative energy (zero: lowest compared OMol25 entry of this formula, charge and spin) is 2.520 eV. The calculation puts the HOMO-LUMO gap at 6.908 eV.

The geometry in XYZ format:
```
11
C3H3O4S (wB97M-V/def2-TZVPD)
C -0.4107 1.7899 0.8963
C 1.2747 -2.1356 -0.3245
C -0.8580 1.5117 -0.3940
O 0.6582 -1.1368 0.2185
O 2.4865 -2.2685 -0.3442
O -0.0916 1.5061 2.0184
O -0.4558 2.8019 0.0385
S -1.0350 -1.2763 0.0390
H 0.5159 -2.9533 -0.6236
H -0.1862 0.8943 -1.0889
H -1.8980 1.2667 -0.4356
```

Density functional theory data (wB97M-V/def2-TZVPD) for a structure of composition C27H32BrF8IO24Si at a distorted geometry.

The electronic energy is -185416.9305 eV. As for the HOMO energy: -9.368 eV. The total charge is 0. The calculation puts the HOMO-LUMO gap at 9.549 eV.

The geometry in XYZ format:
```
94
C27H32BrF8IO24Si (wB97M-V/def2-TZVPD)
C 3.7056 -1.6396 1.8384
C 3.5341 -0.1552 1.6249
I 4.3182 0.8799 3.3327
C 2.1234 0.3600 1.2903
Si 0.6720 -0.7159 1.7398
Br 0.3964 -2.3073 0.1747
H 3.3125 -2.1815 0.9781
H 4.7623 -1.8797 1.9219
H 3.2253 -1.9917 2.7477
H 4.1994 0.1530 0.8286
H 2.0829 0.6031 0.2296
H 1.9436 1.2975 1.8141
H 0.8499 -1.4158 3.0240
H -0.5767 0.0612 1.7830
C 1.0031 -2.7981 -3.4136
C 1.2548 -1.8795 -4.5920
O 2.1794 -2.6212 -5.3640
C 1.9901 -3.9455 -5.1034
O 2.4242 -4.8282 -5.7615
O 1.2243 -4.0894 -3.9993
F 1.8198 -0.7010 -4.2327
H 1.7343 -2.6185 -2.6255
H -0.0014 -2.7358 -3.0076
H 0.3749 -1.6725 -5.2027
C 8.0145 -0.1258 0.8470
C 8.7240 1.1669 0.4830
O 7.8458 1.7380 -0.4702
C 6.5920 1.2635 -0.2412
O 5.5962 1.6960 -0.7114
O 6.6463 0.2196 0.6183
F 9.9308 0.9558 -0.0882
H 8.3088 -0.9269 0.1681
H 8.1556 -0.4350 1.8777
H 8.8479 1.8667 1.3102
C 1.6535 -1.7567 -8.7411
C 1.2705 -0.3955 -9.2989
O -0.1103 -0.3002 -8.9647
C -0.3394 -1.0971 -7.8952
O -1.3015 -1.0766 -7.1983
O 0.7132 -1.9003 -7.6714
F 1.4137 -0.3168 -10.6381
H 1.4814 -2.5396 -9.4798
H 2.6670 -1.8180 -8.3593
H 1.7928 0.4459 -8.8423
C -3.9155 -0.9717 -5.2975
C -3.9816 -2.2442 -4.4745
O -4.8271 -1.8681 -3.4035
C -5.6127 -0.8397 -3.8133
O -6.5283 -0.4131 -3.1891
O -5.1785 -0.3582 -4.9940
F -2.7769 -2.6140 -3.9806
H -3.1084 -0.3283 -4.9477
H -3.8081 -1.1413 -6.3627
H -4.4227 -3.0992 -4.9876
C -5.9657 2.0157 -1.0998
C -6.1874 1.1189 0.0978
O -6.6651 2.0312 1.0705
C -7.2622 3.0811 0.4197
O -7.9465 3.8896 0.9432
O -6.9565 3.0312 -0.8936
F -5.0439 0.5581 0.5621
H -4.9721 2.4646 -1.0609
H -6.1156 1.5076 -2.0452
H -6.9224 0.3283 -0.0571
C -6.1831 0.3002 5.1957
C -5.5758 0.8208 3.9063
O -4.5184 -0.1058 3.6805
C -4.8541 -1.2866 4.2797
O -4.3002 -2.3144 4.0886
O -5.8980 -1.1012 5.1149
F -5.0606 2.0621 4.0381
H -5.6734 0.7294 6.0590
H -7.2530 0.4612 5.2761
H -6.2422 0.8034 3.0472
C -1.2221 0.0245 3.9599
C -0.2698 0.4790 5.0480
O 0.8268 0.9737 4.2978
C 0.3642 1.3769 3.0749
O 0.9846 2.0327 2.3106
O -0.8867 0.9142 2.8861
F 0.1593 -0.5331 5.8376
H -1.0035 -1.0024 3.6641
H -2.2705 0.1113 4.2194
H -0.6517 1.2777 5.6861
C 3.5531 3.1529 5.6832
C 3.4397 1.8894 6.5151
O 2.8769 2.3701 7.7215
C 2.1760 3.5072 7.4469
O 1.4070 4.0232 8.1824
O 2.4778 3.9428 6.2020
F 4.6398 1.3191 6.7729
H 4.5025 3.6525 5.8794
H 3.4218 2.9941 4.6174
H 2.7757 1.1346 6.0927
```

Density functional theory data (wB97M-V/def2-TZVPD) for a structure of composition C9H17NOPRh at a distorted geometry.

The electronic energy is -25435.8069 eV. As for the HOMO energy (spin up / spin down): -2.759 / -7.798 eV. The total charge is 0. The relative energy (zero: lowest compared OMol25 entry of this formula, charge and spin) is 0.000 eV. Its expectation value of S² is 6.017. The calculation puts the HOMO-LUMO gap (spin up / spin down) at 3.492 / 5.984 eV. Its spin multiplicity is 5.

The geometry in XYZ format:
```
30
C9H17NOPRh (wB97M-V/def2-TZVPD)
C 1.7659 -1.4741 -2.7453
C 2.3742 -1.9292 -1.5714
C 1.4498 -2.7552 -0.8348
C 0.2453 -2.8972 -1.6169
C 0.3448 -2.1037 -2.7766
Rh 0.5498 -0.6402 -1.3374
P 0.4572 1.3161 -2.3766
H 2.1849 -0.8679 -3.5852
H 3.3750 -1.6348 -1.2366
H 1.6119 -3.1582 0.1649
H -0.3577 -1.9882 -3.6202
H -0.6626 -3.4177 -1.3050
H -0.5228 1.4844 -3.4177
H 1.6094 1.9363 -2.9810
H 0.0571 2.3966 -1.5159
C -1.3528 1.7819 3.3045
N -1.3789 1.2128 1.9660
C -2.4856 1.5488 1.0923
C -0.4327 0.4336 1.4310
C 0.8161 0.0731 2.1596
O -0.7092 0.0560 0.2521
H -2.2776 2.3488 3.4233
H -0.4899 2.4523 3.4410
H -1.3048 0.9891 4.0665
H -2.1327 2.1027 0.2106
H -2.9960 0.6411 0.7459
H -3.1765 2.1708 1.6583
H 0.9743 -1.0127 2.1054
H 1.6856 0.5568 1.6875
H 0.7786 0.3779 3.2117
```

Density functional theory data (wB97M-V/def2-TZVPD) for a structure of composition C22H30AuN5 at a distorted geometry.

The electronic energy is -34443.7372 eV. As for the HOMO energy: -7.009 eV. The total charge is 0. The relative energy (zero: lowest compared OMol25 entry of this formula, charge and spin) is 0.894 eV. The calculation puts the HOMO-LUMO gap at 7.366 eV.

The geometry in XYZ format:
```
58
C22H30AuN5 (wB97M-V/def2-TZVPD)
Au 0.4462 -0.4102 0.6077
C -3.3562 -0.7968 3.4887
C -3.0476 -0.3821 2.0537
C -3.2874 1.0834 1.8215
C -4.5906 1.5681 1.8131
C -4.8519 2.9086 1.6157
C -3.7972 3.7823 1.4018
C -2.4793 3.3431 1.4024
C -1.3891 4.2984 0.9851
C -0.9320 4.0286 -0.4456
C -2.2306 1.9814 1.6447
N -0.8915 1.5033 1.6293
C -0.0873 2.0054 2.5036
C 1.3147 1.7841 2.4848
C 2.2798 2.2931 3.3563
C 3.5081 1.8156 2.8913
C 3.2224 1.0426 1.7688
N 1.9049 1.0241 1.5155
H -3.2008 -1.8682 3.6294
H -4.3874 -0.5725 3.7610
H -2.7141 -0.2661 4.1923
H -3.6742 -0.9596 1.3652
H -2.0122 -0.6281 1.8162
H -5.4077 0.8714 1.9594
H -5.8700 3.2720 1.6161
H -3.9905 4.8313 1.2121
H -0.5217 4.2522 1.6457
H -1.7787 5.3161 1.0716
H -0.4761 3.0415 -0.5189
H -0.1954 4.7652 -0.7661
H -1.7761 4.0627 -1.1354
H -0.4741 2.6576 3.2928
H 2.0974 2.9389 4.1992
H 4.4847 2.0062 3.3003
H 3.9142 0.5074 1.1380
C -1.4924 -5.5027 -0.8490
C -1.4988 -4.0975 -1.4147
N -0.5550 -3.3012 -0.6570
C -0.4928 -3.3513 0.7027
N 0.0070 -2.3306 1.3267
C 0.1690 -2.3387 2.7784
C 0.2078 -3.7529 3.3277
C -0.9662 -4.5264 2.7653
N -0.8978 -4.5062 1.3111
C -1.8013 -5.4240 0.6342
H -0.5111 -5.9544 -1.0001
H -2.2357 -6.1232 -1.3493
H -2.5120 -3.6759 -1.3648
H -1.1888 -4.0862 -2.4599
H -0.3221 -2.3818 -1.0091
H -0.6519 -1.7687 3.2291
H 1.0887 -1.8041 3.0184
H 0.1786 -3.7408 4.4169
H 1.1347 -4.2441 3.0237
H -1.9161 -4.0939 3.1110
H -0.9470 -5.5719 3.0806
H -2.8451 -5.1084 0.7854
H -1.6898 -6.3999 1.1111
```